--- a ---
Below is one molecule with the formula C4H6ClN3, with properties calculated with ωB97M-V/def2-TZVPD.

## Properties
2S+1: 1
LUMO energy in eV: 0.711
Charge: 0
HOMO level in eV: -9.013
Gap between HOMO and LUMO in eV: 9.72
SMILES: [H]/N=C1/NN=C[C@H]1CCl

Last columns: bonded neighbours and bond lengths (Å).
Positions of all 14 atoms, in Å:
1 C -1.441 0.510 0.416  C2 1.541, H5 1.132, H6 1.079, Cl14 1.779
2 C -0.317 -0.078 -0.460  C1 1.541, C3 1.571, C4 1.487, H7 1.080
3 C -0.016 -1.597 -0.200  C2 1.571, H8 1.086, N11 1.257
4 C 1.004 0.521 -0.131  C2 1.487, N12 1.421, N13 1.280
5 H -1.482 1.606 0.134  C1 1.132
6 H -1.275 0.258 1.452  C1 1.079
7 H -0.529 0.080 -1.507  C2 1.080
8 H -0.766 -2.379 -0.275  C3 1.086
9 H 2.714 -0.476 0.637  N12 1.021
10 H 0.659 2.430 -0.227  N13 1.064
11 N 1.181 -1.789 0.134  C3 1.257, N12 1.356
12 N 1.835 -0.602 0.133  C4 1.421, H9 1.021, N11 1.356
13 N 1.439 1.723 -0.078  C4 1.280, H10 1.064
14 Cl -3.006 -0.209 -0.027  C1 1.779

--- b ---
Below is one molecule with the formula C4H6ClN3, with properties calculated with ωB97M-V/def2-TZVPD.

## Properties
2S+1: 1
LUMO energy (alpha / beta) in eV: 0.152 / 0.152
Charge: 0
HOMO level (alpha / beta) in eV: -8.014 / -8.018
Gap between HOMO and LUMO (alpha / beta) in eV: 8.17 / 8.17

Last columns: bonded neighbours and bond lengths (Å).
Positions of all 14 atoms, in Å:
1 C -1.002 0.479 0.886  C3 1.575, N5 1.208, H9 1.108
2 C 0.450 0.740 -0.929  C3 1.457, N6 1.291, H10 1.089
3 C -0.983 0.756 -0.665  C1 1.575, C2 1.457, H11 1.112, H12 1.081
4 C 0.688 -1.426 -0.173  N6 1.407, N7 1.363, Cl8 1.775
5 N -0.465 -0.448 1.445  C1 1.208
6 N 1.257 -0.227 -0.641  C2 1.291, C4 1.407
7 N 1.591 -2.259 0.418  C4 1.363, H13 1.013, H14 1.003
8 Cl -0.703 -2.079 -1.061  C4 1.775
9 H -1.458 1.302 1.471  C1 1.108
10 H 0.996 1.666 -1.102  C2 1.089
11 H -1.737 0.058 -1.087  C3 1.112
12 H -1.453 1.660 -1.026  C3 1.081
13 H 1.343 -3.062 0.984  N7 1.013
14 H 2.063 -1.655 1.064  N7 1.003

Energies in kJ/mol, measured from the most stable structure: a 0.0; b 201.5.

--- a ---
Below is a 2-piece molecular cluster, H3NO3PS overall, with properties calculated with ωB97M-V/def2-TZVPD.

## Properties
2S+1: 1
LUMO energy (alpha / beta) in eV: 2.715 / 3.686
Charge: -1
HOMO level (alpha / beta) in eV: -3.058 / -5.284
Gap between HOMO and LUMO (alpha / beta) in eV: 5.77 / 8.97

Last columns: bonded neighbours and bond lengths (Å).
Positions of all 9 atoms, in Å:
1 N 0.833 -0.983 0.441  P5 1.636, H7 1.007, H8 1.032
2 O 0.665 1.567 0.168  S6 1.472
3 O -1.089 0.894 1.751  S6 1.468
4 O -1.706 1.834 -0.429  S6 1.446
5 P -0.707 -1.045 -0.108  N1 1.636, S6 2.200
6 S -0.723 1.108 0.345  O2 1.472, O3 1.468, O4 1.446, P5 2.200
7 H 1.444 -1.783 0.453  N1 1.007
8 H 1.240 -0.035 0.431  N1 1.032
9 H 0.044 -1.556 -3.051  no bonds

--- b ---
Below is a 2-piece molecular cluster, H3NO3PS overall, with properties calculated with ωB97M-V/def2-TZVPD.

## Properties
2S+1: 1
LUMO energy (alpha / beta) in eV: 2.520 / 2.527
Charge: -1
HOMO level (alpha / beta) in eV: -5.069 / -5.020
Gap between HOMO and LUMO (alpha / beta) in eV: 7.59 / 7.55

Last columns: bonded neighbours and bond lengths (Å).
Positions of all 9 atoms, in Å:
1 N 0.528 -1.755 -0.710  H7 0.973, H8 0.998
2 O -0.788 2.315 0.910  S6 1.435
3 O -0.416 0.079 1.827  S6 1.462
4 O -1.739 0.393 -0.265  S6 1.476
5 P 1.098 0.820 -0.658  S6 2.235, H9 1.399
6 S -0.707 0.905 0.657  O2 1.435, O3 1.462, O4 1.476, P5 2.235
7 H -0.439 -1.746 -0.607  N1 0.973
8 H 0.672 -1.336 -1.604  N1 0.998
9 H 1.791 0.324 0.450  P5 1.399

Energies in kJ/mol, measured from the most stable structure: a 23.2; b 0.0.